DFT (ωB97M-V/def2-TZVPD) results for the molecule C18H23NO2.

Output
Orbital gap: 0.3246 hartree
Energy relative to the best compared isomer or geometry (same formula, charge and spin): 21.0 kcal per mole
Structure (SMILES): Cc1ccc(OC[C@@H](O)CNCc2ccccc2)cc1C
DFT total energy: -904.923922 Ha

ORCA input file:
```
! wB97M-V def2-TZVPD RIJCOSX def2/J DEFGRID3
* xyz 0 1
C 3.340 -3.133 -0.489
C 2.024 -2.457 -0.727
C 0.836 -3.080 -0.365
C -0.386 -2.479 -0.578
C -0.451 -1.220 -1.170
O -1.713 -0.731 -1.372
C -1.888 0.509 -2.010
C -1.686 1.706 -1.058
O -1.763 2.919 -1.776
C -2.789 1.722 0.009
N -2.397 2.497 1.172
C -1.979 1.702 2.314
C -0.622 1.085 2.096
C -0.403 -0.268 2.305
C 0.860 -0.810 2.144
C 1.914 -0.006 1.755
C 1.702 1.343 1.522
C 0.443 1.886 1.699
C 0.731 -0.587 -1.526
C 1.962 -1.193 -1.312
C 3.217 -0.482 -1.718
H 3.193 -4.109 -0.032
H 3.880 -3.268 -1.426
H 3.969 -2.536 0.171
H 0.869 -4.059 0.091
H -1.306 -2.968 -0.301
H -1.227 0.603 -2.883
H -2.923 0.509 -2.366
H -0.716 1.611 -0.555
H -0.981 3.016 -2.328
H -3.671 2.165 -0.458
H -3.017 0.680 0.278
H -3.138 3.130 1.444
H -1.917 2.375 3.176
H -2.704 0.904 2.557
H -1.224 -0.904 2.605
H 1.020 -1.863 2.320
H 2.901 -0.428 1.636
H 2.522 1.975 1.212
H 0.266 2.938 1.528
H 0.721 0.392 -1.980
H 3.877 -0.347 -0.862
H 2.992 0.496 -2.136
H 3.761 -1.060 -2.465
*
```

***

DFT (ωB97M-V/def2-TZVPD) results for a structure of composition C18H24AlBBrN2O2.

Output
Orbital gap: 0.3020 hartree
DFT total energy: -3801.304439 Ha

ORCA input file:
```
! wB97M-V def2-TZVPD RIJCOSX def2/J DEFGRID3
* xyz 1 1
Al 0.325 -0.272 0.663
O -3.835 -2.888 4.465
C -2.995 -2.063 3.809
C -2.903 -0.741 3.946
C -1.923 0.051 3.146
N -1.312 -0.693 1.971
C -1.370 -2.104 2.058
Br -0.196 -2.803 0.722
C -2.153 -2.805 2.848
H -4.385 -2.394 5.086
H -3.532 -0.192 4.636
H -2.379 0.962 2.765
H -2.226 -3.883 2.806
C -1.809 -1.014 -2.609
C -1.304 0.281 -3.255
C -1.989 1.510 -2.646
C 0.207 0.422 -3.255
C 0.889 0.592 -4.457
C 2.265 0.748 -4.500
C 2.992 0.729 -3.320
C 2.359 0.554 -2.097
C 3.182 0.559 -0.821
C 3.032 -0.709 0.032
C 2.981 1.821 0.027
C 0.972 0.405 -2.093
O 0.331 0.226 -0.894
H -2.848 -1.190 -2.894
H -1.775 -0.956 -1.520
H -1.221 -1.876 -2.930
H -1.591 0.239 -4.307
H -1.737 1.610 -1.588
H -3.074 1.424 -2.729
H -1.680 2.424 -3.156
H 0.318 0.607 -5.378
H 2.768 0.880 -5.448
H 4.070 0.847 -3.348
H 4.225 0.568 -1.143
H 2.233 -0.607 0.793
H 3.906 -0.893 0.657
H 2.821 -1.597 -0.562
H 1.981 1.866 0.475
H 3.092 2.716 -0.581
H 3.706 1.864 0.842
B -0.034 1.686 4.255
C -0.473 0.311 3.684
N 0.046 -0.168 2.379
H 0.964 2.205 3.855
H -0.241 -0.424 4.475
H -0.682 2.166 5.135
*
```

***

DFT (ωB97M-V/def2-TZVPD) results for a cluster of 2 separate species, C18H24BrN2 in total at a distorted geometry.

Output
Orbital gap: 0.2958 hartree
Energy relative to the best compared isomer or geometry (same formula, charge and spin): 0.0 kcal per mole
DFT total energy: -3383.519230 Ha

ORCA input file:
```
! wB97M-V def2-TZVPD RIJCOSX def2/J DEFGRID3
* xyz 1 1
C -1.450 1.134 -2.171
C -0.352 1.249 -1.139
C 1.021 1.197 -1.600
C 1.824 2.369 -1.826
C 1.214 3.729 -1.762
C 3.179 2.222 -2.114
C 3.741 0.947 -2.309
C 5.205 0.780 -2.585
C 2.929 -0.181 -2.147
C 1.564 -0.074 -1.867
C 0.725 -1.310 -1.831
H -2.159 1.998 -2.139
H -0.936 1.197 -3.154
H -2.031 0.143 -2.179
H -0.528 1.896 -0.290
H 1.969 4.521 -1.773
H 0.551 3.906 -2.618
H 0.611 3.888 -0.865
H 3.821 3.101 -2.184
H 5.470 -0.275 -2.683
H 5.504 1.259 -3.520
H 5.823 1.214 -1.791
H 3.379 -1.171 -2.222
H 1.379 -2.184 -1.718
H -0.008 -1.333 -1.013
H 0.170 -1.435 -2.775
C -3.878 -2.725 3.530
N -2.626 -2.017 3.623
C -1.857 -2.351 4.801
C -2.148 -1.325 2.545
C -1.193 -0.248 2.640
Br -0.759 0.603 4.306
C -0.735 0.333 1.473
N -1.243 0.062 0.252
C -2.136 -0.930 0.164
C -2.636 -1.591 1.265
H -4.483 -2.284 2.735
H -3.738 -3.798 3.295
H -4.459 -2.637 4.461
H -0.850 -1.923 4.750
H -2.355 -1.973 5.715
H -1.763 -3.455 4.901
H 0.046 1.078 1.550
H -2.419 -1.225 -0.861
H -3.382 -2.379 1.128
*
```

***

DFT (ωB97M-V/def2-TZVPD) results for a structure of composition C18H24CaN6O6Se.

Output
Orbital gap: 0.2560 hartree
Energy relative to the best compared isomer or geometry (same formula, charge and spin): 0.8 kcal per mole
DFT total energy: -4559.517089 Ha

ORCA input file:
```
! wB97M-V def2-TZVPD RIJCOSX def2/J DEFGRID3
* xyz 0 1
Ca -1.003 -0.792 -0.321
C 2.533 0.114 -3.109
N 2.343 1.085 -2.038
C 2.504 2.486 -2.405
C 1.727 0.706 -0.923
O 1.393 -0.463 -0.690
C 1.423 1.759 0.144
O 0.738 1.150 1.223
C 1.554 0.273 1.981
C 0.911 -1.110 2.045
O -0.316 -1.188 1.854
N 1.648 -2.172 2.351
C 3.091 -2.186 2.534
C 1.030 -3.490 2.453
H 3.520 0.261 -3.549
H 2.462 -0.891 -2.703
H 1.774 0.264 -3.881
H 3.386 2.577 -3.037
H 1.622 2.827 -2.952
H 2.660 3.105 -1.525
H 2.340 2.247 0.491
H 0.753 2.505 -0.277
H 2.549 0.216 1.547
H 1.639 0.663 3.001
H 3.527 -1.201 2.421
H 3.328 -2.555 3.533
H 3.528 -2.850 1.786
H -0.039 -3.400 2.305
H 1.456 -4.142 1.689
H 1.233 -3.904 3.442
N -2.429 -0.841 -2.406
C -1.692 -0.138 -3.475
C -0.905 1.069 -2.940
O -0.387 1.819 -3.760
O -0.835 1.152 -1.664
H -2.736 -1.743 -2.755
H -3.266 -0.316 -2.174
H -2.336 0.208 -4.285
H -0.970 -0.832 -3.909
Se 2.597 -4.053 -1.112
C 0.953 -3.358 -1.019
N -0.121 -2.901 -0.966
O -2.878 -2.882 0.390
C -2.549 -3.965 0.348
N -2.756 5.435 0.940
C -2.864 4.320 1.195
C -3.011 2.929 1.526
C -3.597 2.543 2.725
C -3.698 1.193 3.000
C -3.208 0.290 2.073
N -2.654 0.652 0.913
C -2.551 1.955 0.645
H -3.957 3.289 3.421
H -4.139 0.840 3.921
H -3.251 -0.775 2.267
H -2.074 2.217 -0.293
*
```

***

DFT (ωB97M-V/def2-TZVPD) results for a structure of composition C18H24Cl45NO5P2 at a distorted geometry.

Output
Orbital gap: 0.3143 hartree
DFT total energy: -22522.437437 Ha

ORCA input file:
```
! wB97M-V def2-TZVPD RIJCOSX def2/J DEFGRID3
* xyz 0 1
C -1.447 -2.028 -0.248
C -2.653 -1.430 0.098
O -2.792 -0.059 0.543
P -3.197 0.801 -0.888
O -3.575 2.252 -0.581
O -4.502 0.069 -1.679
N -5.645 0.221 -0.848
O -1.874 0.659 -1.904
P -0.619 1.814 -1.564
C -0.460 2.157 0.285
O 0.850 0.981 -1.954
H -0.449 -1.829 0.233
H -1.467 -2.826 -1.057
H -3.608 -2.034 0.049
H -6.095 -0.709 -0.854
H -5.337 0.402 0.118
H 0.278 1.425 0.755
H 0.030 3.182 0.391
H -1.433 2.216 0.848
H 1.265 0.732 -1.095
C 4.325 1.580 0.339
Cl 2.741 0.900 0.747
Cl 4.575 3.115 1.177
Cl 5.605 0.429 0.731
H 4.351 1.766 -0.732
C -3.170 -1.040 4.177
Cl -4.746 -1.744 4.556
Cl -2.947 0.492 5.034
Cl -1.869 -2.168 4.586
H -3.130 -0.843 3.108
C 2.391 3.934 4.401
Cl 3.982 3.214 4.688
Cl 2.555 5.542 3.683
Cl 1.414 2.887 3.362
H 1.884 4.036 5.357
C -7.559 -1.391 7.792
Cl -7.204 0.279 7.333
Cl -7.477 -2.454 6.380
Cl -6.442 -1.942 9.049
H -8.568 -1.430 8.191
C 4.059 -1.109 -2.680
Cl 4.461 0.552 -3.140
Cl 4.041 -2.160 -4.101
Cl 5.195 -1.708 -1.464
H 3.063 -1.112 -2.245
C -1.305 -3.955 -4.135
Cl -1.831 -5.111 -2.902
Cl -2.534 -2.705 -4.378
Cl 0.240 -3.227 -3.684
H -1.168 -4.492 -5.072
C -2.338 -1.163 9.562
Cl -2.068 0.523 10.024
Cl -2.140 -1.369 7.817
Cl -1.240 -2.233 10.445
H -3.358 -1.430 9.823
C 8.056 5.580 0.281
Cl 9.752 5.223 0.635
Cl 7.486 4.602 -1.078
Cl 7.051 5.307 1.710
H 7.979 6.628 0.004
C -5.947 -5.276 3.495
Cl -4.760 -5.369 4.801
Cl -6.983 -3.855 3.694
Cl -5.139 -5.240 1.922
H -6.573 -6.163 3.538
C 1.876 -6.242 -5.432
Cl 0.302 -5.821 -6.126
Cl 2.722 -7.396 -6.470
Cl 2.853 -4.791 -5.186
H 1.709 -6.710 -4.465
C -0.838 5.651 -2.398
Cl -2.420 4.969 -2.004
Cl -0.591 7.184 -1.547
Cl 0.448 4.507 -1.996
H -0.804 5.843 -3.467
C -4.624 -0.526 -7.376
Cl -6.283 -0.852 -7.894
Cl -3.528 -1.778 -7.976
Cl -4.104 1.072 -7.924
H -4.596 -0.540 -6.290
C 7.902 -2.732 2.138
Cl 7.683 -1.387 3.264
Cl 6.730 -4.015 2.466
Cl 7.759 -2.172 0.465
H 8.900 -3.136 2.278
C 4.893 -5.071 -9.138
Cl 4.199 -3.925 -7.984
Cl 5.943 -6.229 -8.311
Cl 3.614 -5.913 -10.023
H 5.493 -4.515 -9.853
C 0.621 10.587 0.680
Cl -0.158 11.718 1.795
Cl 1.672 9.470 1.561
Cl -0.590 9.697 -0.252
H 1.233 11.158 -0.012
*
```